70
Properties=species:S:1:pos:R:3 method="wB97M-V/def2-TZVPD" e_lumo_ev=-3.80 total_energy_ev=-52890.7139 homo_ev=-11.777 homo_lumo_gap_ha=0.2932 charge=+1
F 0.41 3.36 4.81
C 0.82 3.21 3.51
C 1.07 4.35 2.74
C 1.64 4.15 1.48
C 1.78 2.87 0.94
C 1.43 1.74 1.70
C 1.51 0.36 1.11
C 2.32 -0.52 1.99
C 3.69 -0.62 1.75
C 4.51 -1.22 2.71
C 3.96 -1.74 3.89
C 2.57 -1.68 4.08
C 1.75 -1.16 3.09
C 0.99 1.91 3.02
H 0.90 5.33 3.16
H 1.93 5.01 0.89
H 2.10 2.74 -0.09
H 1.95 0.40 0.10
H 4.08 -0.18 0.84
H 5.59 -1.24 2.53
H 4.62 -2.16 4.66
H 2.13 -2.03 5.02
H 0.67 -1.19 3.22
H 0.76 1.05 3.65
C 1.21 -4.75 2.24
C 0.38 -4.07 1.20
O 0.65 -2.66 1.19
C -0.07 -2.07 0.21
C 0.02 -0.63 0.10
P -0.92 -0.03 -1.22
C -0.75 -0.91 -2.78
C -1.85 -1.53 -3.38
C -1.72 -2.13 -4.63
C -0.49 -2.16 -5.28
C 0.63 -1.61 -4.65
C 0.51 -0.99 -3.39
C -2.70 -0.01 -0.93
C -3.48 0.82 -1.74
C -4.87 0.79 -1.63
C -5.47 -0.05 -0.69
C -4.69 -0.86 0.14
C -3.29 -0.85 0.03
C -0.60 1.72 -1.48
C 0.10 2.16 -2.61
C 0.26 3.52 -2.86
C -0.22 4.46 -1.94
C -0.91 4.03 -0.79
C -1.13 2.67 -0.58
O -0.75 -2.80 -0.55
H 0.87 -5.78 2.29
H 2.27 -4.78 1.97
H 1.10 -4.32 3.24
H 0.61 -4.47 0.22
H -0.68 -4.21 1.42
H 0.23 -0.07 1.13
H -2.81 -1.54 -2.87
H -2.61 -2.57 -5.10
H -0.39 -2.63 -6.26
H 1.61 -1.64 -5.13
H 1.39 -0.57 -2.90
H -3.01 1.49 -2.46
H -5.47 1.43 -2.27
H -6.56 -0.09 -0.61
H -5.14 -1.51 0.88
H -2.66 -1.48 0.66
H 0.50 1.43 -3.32
H 0.76 3.85 -3.77
H -0.07 5.54 -2.11
H -1.26 4.76 -0.05
H -1.70 2.34 0.29